1.
Formula: C4H13NOS
Source: the OMol25 dataset
Level of theory: ωB97M-V/def2-TZVPD

Maximum force = 3.11 eV/A
E_HOMO = -8.6 eV
LUMO level = 0.0190 Ha
ΔE to the lowest compared entry with this formula, charge and spin = 2.300 eV
SMILES = CNCCCS.O
Calculated total energy = -18729.711 eV

```
20
C4H13NOS, DFT ωB97M-V/def2-TZVPD
C 3.028 0.255 -0.627
N 1.663 0.690 -0.446
C 0.728 0.451 -1.613
C -0.563 1.224 -1.385
C -1.304 0.750 -0.130
S -1.882 -1.080 -0.208
H 3.382 0.753 -1.475
H 3.287 -0.828 -0.883
H 3.528 0.840 0.122
H 1.506 0.617 0.564
H 0.658 -0.651 -1.908
H 1.382 0.872 -2.362
H -1.158 0.945 -2.309
H -0.630 2.363 -1.485
H -2.230 1.249 0.094
H -0.673 0.890 0.788
H -2.095 -0.871 1.091
O 0.049 -1.087 3.696
H 0.144 -0.596 2.860
H -0.353 -0.521 4.319
```


2.
Formula: C4H13NOS
Source: the OMol25 dataset
Level of theory: ωB97M-V/def2-TZVPD

Maximum force = 5.26 eV/A
E_HOMO = -9.0 eV
LUMO level = 0.0258 Ha
ΔE to the lowest compared entry with this formula, charge and spin = 1.887 eV
SMILES = NCCCCS.O
Calculated total energy = -18730.124 eV

```
20
C4H13NOS, DFT ωB97M-V/def2-TZVPD
N 1.121 -1.932 1.261
C 0.024 -1.082 0.846
C -0.160 0.411 1.370
C 0.469 1.349 0.337
C -0.254 1.384 -0.971
S -2.004 1.944 -0.854
H 1.739 -1.520 1.867
H 1.535 -2.258 0.394
H -0.229 -1.149 -0.236
H -0.918 -1.736 1.279
H -1.231 0.594 1.538
H 0.427 0.521 2.397
H 1.622 1.087 0.194
H 0.581 2.390 0.608
H -0.132 0.428 -1.523
H 0.201 2.196 -1.594
H -1.955 2.828 0.124
O -0.148 -1.628 -2.677
H 0.286 -2.221 -2.087
H -0.973 -1.607 -2.273
```


3.
Formula: C4H13NOS
Source: the OMol25 dataset
Level of theory: ωB97M-V/def2-TZVPD

Maximum force = 3.89 eV/A
E_HOMO = -8.4 eV
LUMO level = 0.0312 Ha
ΔE to the lowest compared entry with this formula, charge and spin = 1.947 eV
SMILES = C[C@@H](N)CCS.O
Calculated total energy = -18730.064 eV

```
20
C4H13NOS, DFT ωB97M-V/def2-TZVPD
C -1.503 -0.182 -2.768
C -1.394 0.290 -1.335
N -1.144 -0.858 -0.468
C -0.213 1.266 -1.365
C 0.195 1.680 0.125
S 1.669 0.793 0.654
H -0.584 -0.277 -3.443
H -2.261 0.516 -3.336
H -1.701 -1.209 -2.926
H -2.383 0.804 -0.951
H -2.019 -1.366 -0.351
H -0.411 -1.462 -0.889
H 0.615 1.063 -2.088
H -0.466 2.087 -1.934
H 0.342 2.774 0.327
H -0.635 1.506 0.762
H 1.003 -0.359 1.002
O 0.739 -2.824 3.793
H 1.319 -3.647 3.914
H 0.068 -2.840 4.432
```


4.
Formula: C4H13NOS2
Source: the OMol25 dataset
Level of theory: ωB97M-V/def2-TZVPD

Maximum force = 1.68 eV/A
E_HOMO = -8.5 eV
LUMO level = 0.0222 Ha
ΔE to the lowest compared entry with this formula, charge and spin = 0.944 eV
SMILES = CNCCCSS.O
Calculated total energy = -29566.439 eV

```
21
C4H13NOS2, DFT ωB97M-V/def2-TZVPD
C 2.441 0.459 0.605
N 1.030 0.114 0.718
C 0.073 1.184 0.970
C -0.761 1.551 -0.251
C -1.564 0.409 -0.841
S -2.831 -0.275 0.281
S -2.521 -2.299 0.123
H 2.967 -0.337 0.062
H 2.993 0.624 1.534
H 2.505 1.285 -0.081
H 0.892 -0.753 1.186
H 0.592 2.043 1.369
H -0.638 0.823 1.724
H -1.372 2.422 0.050
H -0.161 2.009 -1.039
H -2.095 0.636 -1.763
H -0.806 -0.343 -1.043
H -3.548 -2.626 -0.677
O 0.617 -2.183 -1.042
H 1.346 -1.638 -0.728
H 0.841 -3.105 -1.158
```


5.
Formula: C4H13NOS2
Source: the OMol25 dataset
Level of theory: ωB97M-V/def2-TZVPD

Maximum force = 4.45 eV/A
E_HOMO = -8.6 eV
LUMO level = 0.0210 Ha
ΔE to the lowest compared entry with this formula, charge and spin = 3.185 eV
SMILES = CN[C@H](C)CSS.O
Calculated total energy = -29564.198 eV

```
21
C4H13NOS2, DFT ωB97M-V/def2-TZVPD
C 0.112 -1.975 -1.597
N -0.057 -0.461 -1.297
C -0.849 -0.170 0.021
C -2.363 -0.085 -0.151
C -0.179 1.144 0.490
S -0.409 1.435 2.316
S 1.098 0.881 3.561
H 1.152 -2.100 -1.635
H -0.426 -2.324 -2.542
H -0.494 -2.477 -0.752
H -0.380 -0.153 -2.302
H -0.634 -1.028 0.707
H -2.553 0.980 -0.597
H -2.929 0.045 0.809
H -2.964 -0.989 -0.470
H 0.930 1.054 0.391
H -0.332 1.883 -0.214
H 1.212 1.929 4.288
O 3.536 0.934 -0.005
H 3.911 0.469 -0.850
H 2.620 1.006 -0.171
```


6.
Formula: C4H13NOS2
Source: the OMol25 dataset
Level of theory: ωB97M-V/def2-TZVPD

Maximum force = 2.47 eV/A
E_HOMO = -8.6 eV
LUMO level = 0.0179 Ha
ΔE to the lowest compared entry with this formula, charge and spin = 1.162 eV
SMILES = CCNCCSS.O
Calculated total energy = -29566.221 eV

```
21
C4H13NOS2, DFT ωB97M-V/def2-TZVPD
C 1.388 1.146 -1.791
C 1.443 0.574 -0.373
N 0.107 0.514 0.184
C -0.092 -0.362 1.316
C -1.294 -1.272 1.309
S -2.898 -0.492 1.107
S -3.226 0.603 2.791
H 0.491 0.878 -2.336
H 2.273 0.831 -2.352
H 1.531 2.229 -1.754
H 2.041 1.186 0.313
H 1.932 -0.401 -0.418
H -0.581 1.236 0.090
H 0.831 -0.889 1.566
H -0.203 0.266 2.223
H -1.307 -1.950 0.447
H -1.324 -1.932 2.178
H -2.901 1.913 2.680
O 0.324 -1.511 -2.617
H 1.207 -1.250 -2.885
H 0.258 -1.318 -1.676
```


7.
Formula: C4H13NS
Source: the OMol25 dataset
Level of theory: ωB97M-V/def2-TZVPD

Maximum force = 3.82 eV/A
E_HOMO = -8.5 eV
LUMO level = 0.0347 Ha
ΔE to the lowest compared entry with this formula, charge and spin = 1.584 eV
SMILES = CCN.CSC
Calculated total energy = -16682.507 eV

```
19
C4H13NS, DFT ωB97M-V/def2-TZVPD
C 0.273 -1.954 -1.126
C 1.758 -1.859 -0.563
N 2.027 -0.771 0.341
H -0.521 -1.812 -0.315
H 0.230 -2.871 -1.667
H 0.132 -1.152 -1.764
H 2.372 -1.837 -1.414
H 2.065 -2.890 -0.018
H 1.629 0.200 0.309
H 2.587 -0.872 1.164
C -1.387 0.636 1.308
S -1.001 2.444 1.591
C -1.451 2.918 -0.125
H -1.939 0.376 0.370
H -0.393 0.099 1.099
H -2.013 0.125 2.095
H -2.398 2.485 -0.396
H -0.524 2.639 -0.761
H -1.446 4.095 -0.126
```


8.
Formula: C4H13NS3
Source: the OMol25 dataset
Level of theory: ωB97M-V/def2-TZVPD

Maximum force = 1.38 eV/A
E_HOMO = -8.0 eV
LUMO level = 0.0200 Ha
ΔE to the lowest compared entry with this formula, charge and spin = 0.000 eV
SMILES = CSSC.NCCS
Calculated total energy = -38354.320 eV

```
21
C4H13NS3, DFT ωB97M-V/def2-TZVPD
C -1.030 -1.566 -2.887
S 0.133 -0.162 -2.559
S -1.248 1.369 -2.962
C -0.344 2.816 -2.321
H -1.865 -1.496 -2.198
H -1.349 -1.473 -3.920
H -0.418 -2.445 -2.730
H 0.580 2.987 -2.865
H -1.016 3.653 -2.480
H -0.145 2.697 -1.259
N 1.595 -1.584 3.343
C 1.064 -0.308 2.858
C -0.038 -0.596 1.850
S -0.691 0.933 1.096
H 2.398 -1.401 3.939
H 0.961 -2.092 3.945
H 1.899 0.164 2.346
H 0.711 0.363 3.648
H 0.420 -1.172 1.047
H -0.831 -1.193 2.296
H -0.786 0.507 -0.190
```


Which value of E_HOMO does entry 5 give? -8.6 eV